# 1
DFT (the ωB97M-V functional and the def2-TZVPD basis) results for a molecular structure, C18H37FI4N4O13PS3 in a non-equilibrium geometry.

Last column: Mulliken charge in e.
Geometry (Å):
C 4.954 -1.640 1.564  -1.4315
C 3.905 -2.219 0.495  -0.0980
I 4.476 -4.181 -0.104  0.3068
C 2.801 -1.474 -0.011  -0.4765
I 3.018 0.570 0.780  0.1191
N 1.755 -2.017 -0.987  1.2148
C 2.634 -2.088 -2.214  0.0249
C 3.813 -1.037 -2.411  -0.2181
O 3.784 0.178 -2.513  -0.3622
I 5.894 -1.754 -2.702  0.0597
C 0.577 -1.063 -1.328  1.3330
C 0.749 0.218 -2.279  -1.6047
N 1.145 1.515 -1.712  -0.1127
P -0.575 -0.336 -0.048  -0.4499
O -1.582 -1.288 0.626  -0.7452
O 0.002 0.453 1.319  -0.2233
O -1.538 0.966 -0.635  0.0673
C -0.468 -1.855 -2.305  -2.2310
N -0.234 -2.084 -3.729  -0.4268
I -2.636 -1.492 -2.399  0.2846
C -0.378 -3.306 -1.458  1.2078
O -0.426 -4.125 -2.663  -0.5037
F -1.589 -3.746 -0.903  -0.3732
C 1.003 -3.302 -0.555  0.6185
C 1.346 -4.805 -0.884  -2.1317
N 2.035 -5.220 -2.130  -0.3898
S 0.739 -3.486 1.320  1.5728
C 1.984 -4.413 2.317  -0.9934
O -0.542 -4.219 1.648  -0.6548
O 0.716 -2.216 2.101  -0.5342
H 4.432 -1.315 2.529  0.3782
H 5.587 -0.799 1.119  0.4201
H 5.705 -2.421 1.897  0.4358
H 3.177 -3.082 -2.352  0.8877
H 2.100 -2.002 -3.212  0.3023
H 1.389 0.061 -3.217  0.6986
H -0.278 0.414 -2.760  0.0353
H 0.383 2.217 -1.748  0.1333
H 1.857 1.934 -2.333  0.3635
H 0.160 1.407 1.174  0.2647
H -2.418 0.857 -0.219  0.2817
H 0.363 -1.431 -4.229  0.2132
H -1.095 -2.148 -4.274  0.3823
H -0.949 -4.924 -2.421  0.5374
H 0.369 -5.407 -0.786  0.4836
H 1.942 -5.399 -0.103  0.6685
H 2.869 -5.795 -1.954  0.2549
H 1.404 -5.868 -2.629  0.3028
H 2.122 -5.503 2.047  0.4065
H 1.523 -4.438 3.367  0.4293
H 2.969 -3.858 2.475  0.2571
O -2.475 0.821 6.833  -0.6297
S -2.875 1.964 6.059  1.2270
O -4.159 2.026 5.413  -0.6066
O -1.724 2.284 4.971  -0.2945
C -1.349 1.252 4.053  -0.3700
C -2.413 1.019 2.997  -0.4077
C -2.683 3.422 7.041  -0.9429
H -1.119 0.329 4.591  0.3317
H -0.428 1.580 3.567  0.1352
H -3.334 0.635 3.440  0.4610
H -2.072 0.292 2.255  -0.1456
H -2.664 1.956 2.490  0.2823
H -1.703 3.407 7.514  0.3179
H -3.466 3.410 7.798  0.3785
H -2.798 4.296 6.403  0.3114
O -1.478 5.656 -4.258  -0.6540
S -1.359 5.539 -2.831  1.1092
O -0.731 4.394 -2.217  -0.5064
O -2.814 5.759 -2.166  -0.2636
C -3.887 4.908 -2.580  -0.4943
C -3.734 3.506 -2.024  -0.7257
C -0.587 6.996 -2.194  -1.0037
H -3.966 4.894 -3.670  0.3325
H -4.810 5.348 -2.196  0.2876
H -2.849 3.013 -2.432  0.1592
H -4.602 2.893 -2.273  0.4483
H -3.617 3.534 -0.937  0.2287
H -1.069 7.872 -2.624  0.3672
H 0.462 6.963 -2.486  0.3721
H -0.670 6.995 -1.109  0.3095

As for the spin multiplicity: 1. Its charge is +1. The gap between HOMO and LUMO is 7.937 eV.

# 2
DFT (the ωB97M-V functional and the def2-TZVPD basis) results for 13 unconnected molecules or ions with the total composition C18H38BO31S7 in a non-equilibrium geometry.

Last column: Mulliken charge in e.
Geometry (Å):
B 0.854 0.411 -0.271  0.1229
H 9.165 2.943 3.911  -0.2480
H 0.992 -5.497 -5.165  -0.0364
H 6.134 4.500 -4.565  -0.0456
H -7.349 -4.510 -1.053  -0.1614
C 1.508 0.061 -3.758  1.5258
C 2.540 -0.992 -3.439  -0.1785
O 2.152 -2.165 -4.255  -0.3817
S 0.597 -2.293 -4.254  0.7282
O 0.072 -2.919 -3.030  -0.3090
O 0.197 -2.801 -5.582  -0.5609
O 0.323 -0.723 -4.182  -0.3065
H 1.822 0.641 -4.625  0.3926
H 1.301 0.631 -2.856  -1.3821
H 2.397 -1.238 -2.392  0.1619
H 3.538 -0.715 -3.718  0.1981
C 1.057 3.488 -1.851  0.6226
C -0.430 3.974 -1.931  -0.1307
O -0.748 3.754 -3.324  -0.3488
S 0.549 4.125 -4.241  1.0979
O 0.514 5.489 -4.613  -0.5689
O 0.748 3.166 -5.244  -0.5278
O 1.619 3.847 -3.149  -0.2912
H 1.140 2.446 -1.711  -0.9823
H 1.578 4.048 -1.050  0.3705
H -0.535 5.020 -1.741  0.3629
H -1.147 3.284 -1.424  0.1475
C 4.594 0.202 -0.621  0.2828
C 4.216 1.690 -0.513  0.4689
O 4.273 2.040 -1.960  -0.1604
S 5.608 1.461 -2.603  0.9025
O 6.722 2.375 -2.507  -0.4812
O 5.146 0.933 -3.877  -0.5404
O 5.924 0.392 -1.421  -0.4183
H 3.963 -0.529 -1.206  -0.0272
H 4.951 -0.219 0.321  0.1507
H 4.943 2.204 0.132  0.3639
H 3.187 1.914 -0.247  -0.4465
C 2.881 -1.556 2.439  0.1693
C 3.898 -1.755 3.491  -0.5007
O 3.721 -0.690 4.495  -0.3323
S 2.100 -0.556 4.638  1.0020
O 1.791 0.815 4.476  -0.5178
O 1.572 -1.201 5.773  -0.5636
O 1.728 -1.341 3.337  -0.0768
H 2.568 -2.472 1.882  0.2518
H 3.004 -0.769 1.737  -0.0926
H 4.937 -1.701 3.150  0.3740
H 3.782 -2.731 4.020  0.3106
C -0.677 3.017 3.455  0.2070
C -0.465 2.690 1.969  0.3829
O -1.183 3.867 1.327  -0.2752
S -0.940 5.197 2.048  1.1262
O -2.090 5.985 2.055  -0.5681
O 0.249 5.812 1.594  -0.5724
O -0.784 4.513 3.520  -0.4162
H 0.081 2.643 4.100  0.2775
H -1.612 2.616 3.831  0.1415
H -1.086 1.917 1.587  -0.0348
H 0.536 2.595 1.539  -0.3398
C -1.786 -0.993 -1.605  0.1348
C -2.628 -2.047 -2.109  0.1469
O -3.717 -1.219 -2.838  -0.4302
S -4.049 0.162 -2.020  1.1690
O -5.185 0.051 -1.109  -0.5303
O -4.072 1.307 -2.916  -0.5838
O -2.734 0.056 -1.132  -0.4664
H -1.099 -0.469 -2.243  -0.0803
H -1.270 -1.362 -0.729  -0.2357
H -3.212 -2.454 -1.273  0.2339
H -2.215 -2.787 -2.814  0.3569
C -1.632 -3.780 2.437  0.3602
C -0.225 -4.066 1.821  0.1376
O -0.452 -5.175 0.806  -0.4023
S -2.075 -5.354 0.431  1.0827
O -2.600 -6.483 1.080  -0.5761
O -2.330 -5.167 -0.958  -0.5015
O -2.539 -4.036 1.254  -0.2379
H -1.791 -2.768 2.673  -0.2705
H -1.870 -4.564 3.179  0.2514
H 0.452 -4.555 2.478  0.3078
H 0.220 -3.181 1.386  -0.1201
C -5.761 -1.728 1.639  -1.5286
C -4.598 -0.784 1.898  1.4268
C -5.010 0.384 2.727  -0.4600
O -3.836 0.652 3.569  -0.3896
C -3.066 -0.426 3.548  0.5860
O -2.064 -0.542 4.202  -0.5876
O -3.607 -1.376 2.722  -0.3123
H -6.239 -1.796 2.648  0.3952
H -5.494 -2.670 1.293  0.4309
H -6.478 -1.191 0.981  0.3055
H -4.093 -0.455 1.005  -0.5098
H -5.886 0.206 3.382  0.2334
H -5.185 1.276 2.134  0.3458

As for the spin multiplicity: 1. Its charge is -1. The gap between HOMO and LUMO is 1.298 eV.

For the records above, the corresponding LUMO values read -3.81, -3.29 eV.